Entry 1:
99
Properties=species:S:1:pos:R:3:forces:R:3:lowdin_charge:R:1 method="wB97M-V/def2-TZVPD" max_force_ev_per_a=4.3 multiplicity=2 energy_ev=-96017.8952 total_charge=+3 gap_ev="3.8286 / 2.9494" homo_energy_ev="-16.323 / -16.323" lumo_ev="-12.49 / -13.37"
P -3.23345 -2.03818 -0.83535 -0.6276 -1.0686 0.1467 0.493
P 0.58283 -1.98373 6.06227 -1.1699 -0.4656 -1.5154 0.534
P 0.08075 3.63780 -6.28152 2.6659 -1.4574 0.2575 0.544
Al -1.03666 0.36542 2.48870 0.1344 -0.0147 -0.2835 1.114
O -0.93372 4.14123 -5.31914 0.0401 0.2975 -0.4938 -0.065
O -0.51061 2.69187 -7.42176 2.3777 1.2978 1.6210 -0.095
O 1.21273 2.70771 -5.60642 -0.8095 3.2827 -1.9468 -0.156
O -0.15431 -3.45781 5.92231 1.4897 3.7250 1.5077 -0.090
O 0.66210 -1.69985 7.69358 0.5529 -1.1939 -1.4221 0.000
O 2.05940 -2.12696 5.55595 -1.7870 -0.1454 2.2624 -0.142
O -2.46123 -3.48528 -1.05317 -1.0545 2.1545 0.5154 -0.168
O 1.48473 1.78459 2.86615 -0.3650 -0.0339 0.7997 -0.014
O 1.30142 -1.18722 0.85283 0.1243 0.6128 -0.6278 0.125
O -0.19376 -0.90704 5.42153 0.0925 -0.6189 0.2912 -0.236
O 0.48052 0.46334 -0.09561 0.2408 0.0764 -0.2803 0.140
O 2.06687 -0.75642 -1.25471 -1.3317 0.6623 2.1604 0.203
O 3.11248 2.11871 4.49251 -0.1038 -1.2500 -0.5456 0.021
O -2.64720 -1.11621 0.16956 0.4140 -0.4762 0.2677 -0.330
O 3.58420 2.10514 2.31095 1.1274 0.1427 2.7151 0.064
O -4.79058 -2.40066 -0.58571 2.2220 -0.0196 -1.1327 -0.148
O 0.88938 4.81703 -7.08168 -1.2099 -1.9562 1.7622 -0.055
O -3.22662 -1.40830 -2.27767 -0.9019 -0.4943 0.3399 -0.144
C 0.84787 1.47850 -4.98202 0.1672 -0.6531 0.0025 -0.247
C 0.28474 6.06523 -7.48933 1.6238 0.9064 -2.0432 -0.157
C 0.07692 0.29483 8.74486 1.3070 0.1163 1.7183 0.028
C -5.32629 -2.30939 0.72107 -2.1141 0.4908 1.8214 -0.288
C -1.02383 -3.48818 -1.00328 0.3499 -0.3003 0.9938 -0.310
C -2.18051 -0.57586 -2.71665 0.7864 0.2353 -0.8847 -0.304
C 3.69020 -1.72458 4.00333 1.8528 1.2082 0.0104 -0.048
C -2.68413 0.79041 -3.10321 0.3727 0.1268 1.0915 -0.045
C 1.30809 -0.46465 -0.19335 -0.8236 0.0584 0.0540 -0.713
C -1.79644 2.90204 -7.86698 -2.7729 -2.0840 -1.0439 -0.223
C -0.40807 -1.10941 8.36635 -2.2312 -0.2326 -0.5261 -0.204
C 3.37347 2.57778 1.03634 1.6161 0.2365 -2.8906 -0.220
C 4.77520 2.91788 0.49948 0.2011 1.4125 0.1435 -0.049
C 1.27149 6.68215 -8.53485 0.8131 0.3952 0.3393 -0.032
C 2.63644 2.01121 3.19911 -1.0051 -0.8061 1.1877 -0.540
C -2.38751 1.41714 -7.89360 -0.5741 0.9157 0.1826 -0.004
C 0.43693 -5.51588 5.26151 0.3162 -0.2610 -1.8824 -0.042
C 2.30344 -2.21293 4.16119 0.9994 -0.1950 -2.1239 -0.259
C 2.34178 1.49697 5.59249 -2.3102 0.6129 -1.1946 -0.014
C -6.80706 -2.78038 0.76406 1.0017 -0.3846 -0.7759 -0.054
C 0.52615 -4.61066 6.42169 -0.2555 -1.6519 1.0141 -0.251
C -0.60634 -4.88485 -1.33140 -0.2774 -0.2443 -0.3087 -0.064
C 1.42409 1.44567 -3.57378 -1.3881 0.8354 -0.2970 -0.044
H -1.32812 -1.01110 7.79019 0.2670 -0.0182 -0.9111 0.138
H 2.08263 0.44038 5.52502 1.2131 -0.2957 -0.6580 0.047
H 0.82415 7.10747 -9.43323 -0.4861 -0.1070 0.2934 0.092
H 1.53209 -4.51378 6.83011 0.0965 0.8163 -0.2984 0.140
H -1.39047 -0.45512 -1.97547 -0.1467 -0.0772 0.3643 0.088
H -1.74241 3.42854 -8.81986 -0.1116 -0.2983 -0.3671 0.144
H 0.93584 2.20814 -2.96686 -0.1627 0.2686 -0.0512 0.083
H 0.47434 -5.01931 -1.28508 -0.0082 0.1104 -0.2431 0.085
H -3.00119 1.26915 -2.17673 -0.5869 0.0619 -0.0885 0.088
H -2.45540 1.14703 -6.83977 0.0778 -0.1442 0.0654 0.065
H 4.13874 -1.91598 3.02851 -0.0774 -0.5421 0.1221 0.101
H 0.63754 0.82766 7.97682 -0.3312 -0.2906 -0.1765 0.081
H 4.68223 3.23844 -0.53816 0.1289 -0.3317 -0.1367 0.081
H 1.68850 -1.61166 3.49154 -0.7251 0.2600 0.6925 0.102
H 0.75807 0.00265 9.54409 0.4286 0.7353 0.0994 0.105
H -0.23650 1.40530 -5.06487 -0.0409 -0.4720 0.4911 0.095
H 2.07232 6.03668 -8.89558 -0.5429 -0.8799 0.0592 0.087
H -0.69770 -1.78519 9.17104 0.7146 0.4007 0.7211 0.161
H -3.40495 1.33616 -8.27615 -0.0223 0.5374 -0.0932 0.089
H 1.07959 -5.09154 4.49013 0.3388 -0.1688 -0.1126 0.072
H -5.40810 -1.27485 1.05442 0.7590 0.2258 -0.1951 0.110
H -0.08192 -4.99086 7.24255 -0.2445 0.0798 0.1328 0.147
H 1.92060 7.44997 -8.11388 -0.5439 0.3771 0.3883 0.085
H -6.78830 -3.86062 0.61973 -0.5129 0.0386 -0.2114 0.079
H 2.47189 1.74525 -3.59564 0.1130 -0.8568 0.1208 0.099
H 1.32435 1.87228 5.48259 -0.0892 0.5779 0.1771 0.086
H -7.32911 -2.56151 1.69554 0.5052 0.0781 0.1917 0.082
H -0.68351 5.94163 -7.97442 -0.2693 -0.3163 0.5575 0.133
H 2.73620 3.45522 0.92640 -0.1552 -0.0757 0.6237 0.144
H 2.62417 1.70368 6.62478 1.0904 0.5348 -0.6643 0.104
H -2.38589 3.49920 -7.17125 0.0711 0.0415 -0.0272 0.120
H 1.09233 0.51564 -3.11218 0.8890 -0.2254 -0.0862 0.062
H 5.20053 3.78697 1.00137 -0.4120 0.3202 0.2200 0.084
H 2.43687 -1.48874 -0.75631 1.7451 -1.4951 -1.0928 0.137
H -4.76677 -2.88103 1.46153 0.3206 -0.0209 -0.2318 0.116
H 1.30940 0.72269 -5.61751 -0.1635 -0.2183 0.1429 0.137
H -0.67622 0.94139 9.19524 -0.4308 -0.3703 -0.3580 0.118
H 3.01697 1.81889 0.33985 -0.5725 -0.3825 0.4099 0.106
H -1.70811 -1.07253 -3.56415 -0.0902 -0.1372 -0.1810 0.125
H 3.80928 -0.64528 4.09836 -0.7014 0.3431 -0.0880 0.073
H -1.06146 -5.63315 -0.68254 -0.1150 0.1282 -0.0451 0.090
H -0.70398 -3.19106 -0.00453 -0.0459 0.1799 0.1303 0.103
H -0.52081 -2.84898 -1.72888 -0.4870 0.5128 -0.1913 0.109
H -1.84071 0.63055 -8.41358 0.5492 0.5765 -0.1028 0.089
H 0.26344 6.67701 -6.58745 -0.3482 0.0415 0.0274 0.148
H -7.36695 -2.26192 -0.01428 0.0193 -0.2815 -0.1633 0.082
H 0.72255 -6.56265 5.36537 -0.2750 0.1462 0.4374 0.114
H 4.34353 -2.01306 4.82676 0.0534 -0.8628 -0.2824 0.104
H -1.79527 1.37468 -3.34126 -0.1084 0.1492 -0.7209 0.057
H -0.54840 -5.36436 4.82077 -0.2458 -0.7285 0.1605 0.103
H 5.60567 2.22699 0.64469 -0.6708 -0.7958 -0.2571 0.087
H -0.99732 -4.97976 -2.34443 0.3723 -0.8117 -0.0992 0.094
H 2.21051 -3.23249 3.78707 -0.0713 -0.2145 0.5242 0.125
H -3.48073 0.78826 -3.84720 0.2661 0.0826 -0.0056 0.094


Entry 2:
53
Properties=species:S:1:pos:R:3:forces:R:3:lowdin_charge:R:1 method="wB97M-V/def2-TZVPD" max_force_ev_per_a=0.6 e_above_lowest_ev=1.752 energy_ev=-119814.9366 total_charge=-2 gap_ev=5.2945 homo_energy_ev=-0.998 lumo_ev=4.30
Pb 0.72979 -0.70789 -0.23167 0.0291 -0.0882 0.0368 0.849
Br 1.58199 4.06823 -2.46159 -0.0048 0.0377 0.0013 0.678
Si -0.77727 -2.18062 1.43959 0.0130 -0.0727 0.0290 0.430
Si -0.83934 1.16069 0.95381 0.0070 0.0858 -0.0610 0.436
O -0.78985 -1.65687 -2.58588 -0.1898 -0.0695 0.2873 -0.193
O -1.14990 -1.63174 -4.80104 -0.1618 -0.0552 -0.2391 -0.111
O 2.76893 0.37057 -5.89944 0.0437 0.0848 0.0931 0.059
O 1.89336 -0.35819 1.78273 -0.3436 -0.1070 0.0070 -0.586
N 2.92809 1.71806 -1.98864 0.0936 0.2943 -0.0488 0.039
C -2.36939 1.16519 3.40315 -0.0053 0.1262 0.0119 -0.126
C 3.21957 -0.10956 1.59418 0.2575 0.0523 0.0221 -0.420
C -1.12474 0.45353 -3.61933 -0.1211 -0.2099 0.0309 -0.041
C -1.68615 0.36668 2.48385 0.0621 0.1034 -0.1401 -0.302
C -3.01068 0.63020 4.50782 -0.0591 0.0813 0.0650 -0.131
C 3.46926 0.54623 -2.32162 -0.0894 -0.0867 -0.0014 -0.175
C 3.47851 0.05033 -3.61088 -0.1612 0.0496 -0.0613 -0.003
C 2.29584 2.02357 -4.28701 0.0095 -0.0644 0.0610 -0.067
C -2.30356 -1.54541 3.81014 0.0072 -0.1101 0.0457 -0.124
C 2.85319 0.79633 -4.60879 0.0469 -0.0793 0.0497 -0.312
C 0.28796 -3.33700 2.52220 -0.1627 0.0678 -0.1041 -0.252
C -2.97771 -0.74086 4.71369 -0.0567 -0.0749 0.0948 -0.131
C 0.23939 2.55961 1.66307 -0.1811 -0.0897 -0.0605 -0.239
C -2.20052 -3.25927 0.75937 0.1247 0.0930 0.1350 -0.244
C -1.04083 -1.09698 -3.67713 0.5018 0.3451 -0.0819 -0.796
C -2.27713 2.05233 0.05288 0.1357 -0.0858 0.1204 -0.252
C -1.65175 -1.01946 2.69219 0.0464 -0.1488 -0.0860 -0.303
C 2.37693 2.40338 -2.95598 0.0309 -0.0324 -0.0778 -0.760
H -3.47562 -1.17821 5.57422 0.0066 0.0002 -0.0053 0.081
H -2.39757 2.24043 3.25439 -0.0106 0.0607 -0.0096 0.083
H -3.53396 1.27621 5.20552 -0.0044 0.0168 0.0121 0.081
H -1.85071 0.75520 -2.86414 -0.0536 0.0346 0.0446 0.050
H 3.76829 -0.03742 2.56077 -0.0049 -0.0067 -0.1146 0.048
H -3.03325 -2.63238 0.44336 -0.0557 0.0878 -0.0543 0.014
H -1.38697 0.88455 -4.58608 -0.0113 -0.0257 -0.0279 0.052
H -0.26959 -3.77366 3.35559 -0.0556 -0.0304 0.0613 -0.002
H 0.69241 -4.15196 1.92064 0.0388 -0.0811 -0.0744 0.007
H 3.90462 -0.92166 -3.82235 -0.0092 -0.0236 -0.0077 0.112
H 3.74571 -0.90608 1.01022 0.0132 0.0759 0.0344 0.040
H -2.28205 -2.61759 3.98252 -0.0052 -0.0451 0.0035 0.083
H -1.90775 2.57978 -0.82636 0.0577 0.0526 -0.0925 0.000
H -2.56927 -3.95568 1.51817 -0.0371 -0.0533 0.0709 0.003
H 3.42591 0.84327 1.05518 0.0342 -0.0433 0.0150 0.049
H 2.89381 -0.58397 -5.92022 -0.0562 -0.0266 0.0156 0.109
H 0.59091 3.21073 0.86308 0.0486 0.0747 -0.1135 -0.002
H -2.76342 2.78069 0.70827 -0.0359 0.0543 0.0684 0.002
H -0.15905 0.84760 -3.29604 0.0457 -0.0191 0.0277 0.037
H 1.77875 2.61465 -5.02643 -0.0126 -0.0036 -0.0017 0.108
H 1.10300 2.10004 2.13754 0.1288 -0.0792 0.0775 0.003
H -0.29034 3.17102 2.39876 -0.0610 0.0539 0.0540 0.003
H -3.03247 1.34110 -0.27987 -0.0534 -0.0901 -0.0387 0.011
H -1.87371 -3.82386 -0.11034 0.0623 -0.0922 -0.1181 0.008
H 1.12086 -2.75635 2.91413 0.0961 0.0881 0.0356 0.004
H 3.87746 -0.02752 -1.50020 0.0621 -0.0263 0.0087 0.089